C5H11NO | the ωB97M-V functional and the def2-TZVPD basis

Each line ends with the Löwdin charge.
Atoms and positions in Å:
1 C 1.8911 -0.2118 0.7361  -0.072
2 H -1.9970 0.1739 1.9508  0.100
3 C -1.6752 0.2086 0.0551  -0.486
4 H 1.0855 1.2628 -0.6681  0.070
5 C -1.8917 -1.2741 0.0467  -0.044
6 H -2.9050 -1.5097 0.3778  0.087
7 H -1.3453 0.4755 -1.9956  0.064
8 H 0.9687 -0.8030 0.6878  0.052
9 H 3.7736 0.3092 -1.0049  0.039
10 O -1.7539 0.8202 1.2790  0.026
11 H 2.7460 -0.8826 0.7957  0.070
12 H -1.7504 -1.6758 -0.9476  0.082
13 H -1.3009 1.9958 -0.9621  0.068
14 H 1.8487 0.4047 1.6379  0.081
15 N 2.9477 0.8614 -1.2274  0.076
16 H -1.1947 -1.7709 0.7245  0.074
17 C 1.9767 0.6854 -0.4576  -0.318
18 C -1.4239 0.9305 -1.0282  0.030

Values from the calculation:
SMILES ... [H]/N=C\C.C=C(C)O
Frontier orbital gap ... 0.3548 Ha
Highest occupied orbital energy ... -9.0 eV
Calculated total energy ... -8899.7616 eV
Energy relative to the best compared isomer or geometry (same formula, charge and spin) ... 1.936 eV
Spin multiplicity ... 1
Lowest unoccupied orbital energy ... 0.70 eV


C5H11NO | the ωB97M-V functional and the def2-TZVPD basis

Each line ends with the Löwdin charge.
Atoms and positions in Å:
1 H -0.8000 0.1359 1.9619  0.105
2 C 0.3234 -2.3904 0.4780  -0.045
3 H -0.3636 2.6790 1.2346  0.072
4 C 0.1198 0.0268 -0.2459  -0.364
5 H 0.9844 -2.5731 -0.3754  0.079
6 H 0.5155 0.0683 -2.3732  0.078
7 C 0.1922 -0.9187 0.7455  -0.330
8 H -1.1535 0.3533 -1.9469  0.074
9 C -0.2705 -0.2328 -1.6716  -0.041
10 H -0.4958 -1.2710 -1.9316  0.073
11 H 0.3848 3.3207 -0.2365  0.072
12 H -0.6581 -2.8289 0.2577  0.084
13 H 0.7479 -2.9059 1.3443  0.080
14 O -0.2105 -0.6365 2.0518  0.005
15 N 0.6336 1.2661 0.0637  -0.080
16 C -0.1705 2.4735 0.1774  -0.103
17 H 1.3362 1.0391 0.8361  0.158
18 H -1.1154 2.3946 -0.3700  0.083

Values from the calculation:
SMILES ... CN/C(C)=C(/C)O
Frontier orbital gap ... 0.2937 Ha
Highest occupied orbital energy ... -7.3 eV
Calculated total energy ... -8899.2301 eV
Energy relative to the best compared isomer or geometry (same formula, charge and spin) ... 2.467 eV
Spin multiplicity ... 1
Lowest unoccupied orbital energy ... 0.73 eV


C5H11NO | the ωB97M-V functional and the def2-TZVPD basis

Each line ends with the Löwdin charge.
Atoms and positions in Å:
1 C -2.5769 -0.7569 0.8186  -0.073
2 N -1.2264 -0.2498 0.9828  0.006
3 H -2.9580 -1.2165 1.7384  0.082
4 H -3.2450 0.0591 0.5293  0.081
5 C 1.0260 1.3621 -1.3992  -0.112
6 H 1.7176 -0.6873 -1.3795  0.109
7 C 1.1962 -0.1954 0.6343  -0.129
8 H 2.8231 0.4587 -0.6258  0.106
9 C -0.1422 -0.9195 0.5002  -0.514
10 H 1.1403 0.6880 1.2874  0.111
11 H -2.5782 -1.5172 0.0333  0.083
12 H -0.0308 1.1265 -1.5723  0.071
13 H 1.8658 -0.9111 1.1220  0.119
14 H 1.4719 1.6011 -2.3709  0.070
15 O -0.2265 -2.0275 -0.0074  0.047
16 H -1.0922 0.7164 1.2308  0.126
17 H 1.0722 2.2712 -0.7858  0.072
18 C 1.7633 0.1980 -0.7361  -0.255

Values from the calculation:
SMILES ... CCCC(=O)NC
Frontier orbital gap ... 0.3879 Ha
Highest occupied orbital energy ... -9.7 eV
Calculated total energy ... -8901.5592 eV
Energy relative to the best compared isomer or geometry (same formula, charge and spin) ... 0.138 eV
Spin multiplicity ... 1
Lowest unoccupied orbital energy ... 0.89 eV


C5H11NO | the ωB97M-V functional and the def2-TZVPD basis

Each line ends with the Löwdin charge.
Atoms and positions in Å:
1 C 1.5574 -0.2314 1.7078  0.039
2 H -0.9869 0.8460 1.0672  0.078
3 H -0.0216 -1.0291 -3.7389  0.070
4 O -3.9940 1.9005 3.8469  -0.068
5 H -3.7820 2.6962 3.3280  0.038
6 N -0.6162 -0.0209 0.7286  0.069
7 H 2.3229 0.1882 -0.8571  0.116
8 H 0.9275 0.3883 -3.4069  0.070
9 H 2.6303 -0.1640 1.6064  0.052
10 C 0.8664 -0.6732 -3.2086  -0.103
11 H 0.0257 -1.6950 -1.4114  0.102
12 C 1.3205 -0.2324 -0.7716  -0.080
13 C 0.7788 -0.1929 0.6195  -0.424
14 H -3.4453 1.2409 3.4011  0.027
15 H 1.6765 -1.2112 -3.6953  0.069
16 H 1.0838 -0.5222 2.6253  0.051
17 C 0.7430 -0.9521 -1.7389  -0.165
18 H -1.0869 -0.3355 -0.1023  0.059

Values from the calculation:
SMILES ... C=C(N)/C=C/C.O
Frontier orbital gap ... 0.3260 Ha
Highest occupied orbital energy ... -8.3 eV
Calculated total energy ... -8899.0748 eV
Energy relative to the best compared isomer or geometry (same formula, charge and spin) ... 2.623 eV
Spin multiplicity ... 1
Lowest unoccupied orbital energy ... 0.60 eV


The highest lowest unoccupied orbital energy belongs to which entry?
number 3